The following is a DFT calculation (ωB97M-V with the def2-TZVPD basis set) of a single C18H25ClN2O molecule.

The geometry in XYZ format:
```
47
Properties=species:S:1:pos:R:3:forces:R:3:mulliken_charge:R:1
O -1.1259 -0.6902 2.5172 0.253 0.157 0.376 -0.663
C -1.4229 -1.3301 1.5256 0.048 -0.404 -0.063 0.385
C -0.6140 -2.5240 1.0560 0.084 0.034 -0.032 -1.163
C 0.1957 -2.2058 -0.2061 0.000 0.254 0.148 -1.182
C 1.1101 -0.9886 -0.0385 0.036 -0.316 -0.185 3.161
C 1.5840 -0.4798 -1.4064 0.085 0.157 0.178 -0.847
C 2.9140 0.2939 -1.2778 -0.016 -0.115 -0.191 -1.118
N 3.1293 0.9455 -0.0101 -0.129 0.126 0.027 0.248
C 2.5403 2.2572 0.1747 0.106 -0.034 -0.006 -1.916
C 1.0307 2.3281 0.2530 0.027 0.110 0.050 0.867
C 0.2732 2.5300 -0.8955 -0.009 0.037 0.128 -0.256
C -1.1090 2.5521 -0.8462 -0.055 -0.025 -0.041 -0.922
C -1.7415 2.3693 0.3719 0.238 0.055 0.042 0.640
Cl -3.4769 2.3940 0.4429 -0.197 0.029 0.024 -0.198
C -1.0142 2.1893 1.5348 -0.120 0.025 -0.021 -0.738
C 0.3672 2.1754 1.4658 0.020 0.094 -0.146 -0.054
C 3.0823 0.0281 1.1197 0.375 -0.165 0.124 -0.794
C 2.3346 -1.2789 0.8255 -0.245 0.304 0.030 -1.116
N -2.5144 -0.9938 0.8009 -0.488 0.507 0.028 0.000
C -3.0120 -1.5823 -0.3956 0.135 -0.206 -0.326 -0.112
C -4.1985 -0.9577 -1.0567 -0.105 -0.070 0.063 -0.714
C -2.8500 -0.8585 -1.7071 0.084 -0.125 -0.128 -0.004
H -1.2763 -3.3704 0.8654 0.000 -0.050 0.038 0.431
H 0.0580 -2.7943 1.8711 -0.137 0.024 0.030 0.522
H 0.7967 -3.0799 -0.4703 -0.007 -0.018 -0.085 0.513
H -0.4899 -2.0095 -1.0319 0.010 -0.063 -0.087 0.353
H 0.5348 -0.1982 0.4521 0.037 0.003 -0.035 -1.614
H 0.8100 0.1522 -1.8437 -0.036 -0.075 -0.070 0.198
H 1.7401 -1.3263 -2.0790 -0.025 -0.069 -0.068 0.486
H 3.7458 -0.4075 -1.4073 -0.040 0.020 -0.155 0.363
H 2.9933 1.0425 -2.0693 0.092 -0.035 -0.038 0.408
H 2.8817 2.8747 -0.6627 -0.025 0.066 0.101 0.462
H 2.9682 2.6712 1.0927 -0.036 0.084 -0.081 0.475
H 0.7694 2.6823 -1.8435 0.071 0.008 -0.109 0.433
H -1.6896 2.7167 -1.7416 -0.075 0.013 -0.050 0.469
H -1.5125 2.0474 2.4798 -0.080 -0.029 0.054 0.302
H 0.9279 2.0412 2.3781 0.087 -0.026 0.103 0.299
H 4.1166 -0.2053 1.4126 -0.135 -0.027 0.160 0.349
H 2.6030 0.5234 1.9650 0.018 -0.008 0.024 0.238
H 2.0389 -1.7290 1.7725 0.060 -0.091 0.053 0.403
H 2.9862 -1.9835 0.3040 0.023 -0.088 -0.010 0.303
H -2.9842 -0.1514 1.1092 0.088 -0.120 0.117 0.271
H -2.9411 -2.6634 -0.4054 -0.076 0.048 -0.089 0.253
H -4.9401 -1.6054 -1.4980 -0.008 -0.098 -0.007 0.267
H -4.6083 -0.0627 -0.6147 0.033 0.094 0.073 0.144
H -2.6586 -1.4363 -2.5983 -0.027 -0.100 -0.071 0.308
H -2.3522 0.0985 -1.6849 0.060 0.106 0.123 -0.138
```
Forces are in eV/Å.

Properties
* SMILES: O=C(CCC1CCN(Cc2ccc(Cl)cc2)CC1)NC1CC1
* orbital gap: 8.8176 eV
* relative energy (zero: lowest compared OMol25 entry of this formula, charge and spin): 15.4 kJ/mol